[1]
DFT (ωB97M-V/def2-TZVPD) results for a cluster of 2 separate species, CH3Cl2OPS in total.

Results
frontier orbital gap: 0.32653 Eh
total charge: 0
spin multiplicity: 1

Each atom is followed by the atoms it is bonded to, with distances in Å.
Atoms and positions in Å:
1 H 1.9690 1.2289 -0.4257  no bonds
2 H 0.2611 -1.1909 -0.0931  C3 1.058
3 C 0.0225 -0.6707 -0.9827  H2 1.058, P4 1.862, Cl7 1.791, H8 1.043
4 P -0.0275 1.0912 -0.3832  C3 1.862, S9 2.253
5 O -0.4557 1.6483 2.4438  S9 1.446
6 Cl -2.0515 -0.6563 1.4657  S9 2.146
7 Cl 1.2711 -0.7907 -2.2605  C3 1.791
8 H -0.7826 -1.0613 -1.5185  C3 1.043
9 S -0.2063 0.4015 1.7542  P4 2.253, O5 1.446, Cl6 2.146

[2]
DFT (ωB97M-V/def2-TZVPD) results for a cluster of 2 separate species, CF4NO in total.

Results
frontier orbital gap (spin up / spin down): 0.28657 / 0.28651 Eh
total charge: -1
spin multiplicity: 1

Each atom is followed by the atoms it is bonded to, with distances in Å.
Atoms and positions in Å:
1 F 0.5497 -1.3313 0.8168  C6 1.296
2 F -2.1883 -0.4139 -0.1919  no bonds
3 F 1.8096 0.0556 -0.2891  C6 1.414
4 O -0.4219 1.9066 0.0951  N5 1.225
5 N -0.2062 0.8241 0.6255  O4 1.225, C6 1.435
6 C 0.4809 -0.2932 0.0444  F1 1.296, F3 1.414, N5 1.435, F7 1.331
7 F -0.0238 -0.7479 -1.1007  C6 1.331

[3]
DFT (ωB97M-V/def2-TZVPD) results for an isolated molecule of C4H6N2S.

Results
frontier orbital gap: 0.31474 Eh
total charge: 0
spin multiplicity: 1
SMILES string: C=C/N=C\NC=S

Each atom is followed by the atoms it is bonded to, with distances in Å.
Atoms and positions in Å:
1 H -0.8885 0.2963 -0.2180  C7 1.086
2 H 0.6917 0.4432 1.9755  C8 1.086
3 H 1.4612 -2.3928 0.0481  C4 1.102
4 C 0.8140 -1.5301 0.2767  H3 1.102, N6 1.387, N13 1.278
5 H 1.6374 -0.5882 -1.3498  N6 1.017
6 N 0.8553 -0.5474 -0.7017  C4 1.387, H5 1.017, C7 1.341
7 C -0.0720 0.3950 -0.9278  H1 1.086, N6 1.341, S11 1.649
8 C -0.1496 -0.2398 1.9062  H2 1.086, C9 1.344, N13 1.438
9 C -1.3110 -0.0168 2.5439  C8 1.344, H10 1.082, H12 1.042
10 H -1.4697 1.0014 2.8727  C9 1.082
11 S -0.1269 1.5604 -2.0926  C7 1.649
12 H -1.9875 -0.7736 2.7801  C9 1.042
13 N 0.1301 -1.5386 1.3558  C4 1.278, C8 1.438

Let's list energy relative to the best compared isomer or geometry (same formula, charge and spin) in order: 5.5251, 0.5464, 2.0687 eV.
Let's list E_tot in order: -1774.9602, -567.4971, -663.6525 a.u..